(1)
Density functional theory data (the ωB97M-V functional and the def2-TZVPD basis) for a gas-phase ion, C6H17N2 (charge +1) at a distorted geometry.

Geometry as XYZ:
```
25
Properties=species:S:1:pos:R:3:forces:R:3:mulliken_charge:R:1
N -0.21172 0.74899 0.02467 1.528 -0.383 -2.243 -0.377
H -2.61141 -2.41946 2.00287 0.227 -0.377 -0.133 0.393
H -0.87990 -0.91941 1.89134 0.248 0.823 -0.638 0.128
H -0.53927 -1.09856 -1.17904 1.188 0.382 0.229 0.512
C -0.89003 -0.51346 -0.32373 -1.546 -0.430 1.309 -0.849
H -0.12384 -3.24164 1.77484 0.417 0.566 0.655 0.420
H -3.33355 -1.32414 0.93645 0.581 0.639 -0.429 0.384
H 3.09839 2.49326 0.14542 0.470 -0.113 0.082 0.359
H 1.03132 -2.05191 0.95733 0.248 -0.383 0.215 0.276
C 1.30166 2.44733 -0.88406 -1.247 -0.299 -0.468 -0.665
H 0.62348 0.61123 -1.93271 0.375 0.036 0.073 0.395
H -0.88591 1.40359 0.40387 -0.108 -0.271 0.276 0.272
H -0.07077 -3.22295 0.13714 0.302 0.391 -0.542 0.375
H -1.90830 -0.32972 -0.70510 -0.001 0.371 0.384 0.391
C 0.05461 -2.52630 0.97192 -1.214 -0.566 -0.750 -1.546
N 2.61128 1.84039 -0.45809 -0.662 -0.598 -0.488 -0.244
C -2.45045 -1.95935 1.02481 0.314 -1.644 -0.139 -1.556
H 1.40602 3.11006 -1.73534 0.643 0.307 0.173 0.406
H 2.41712 0.95645 0.03224 -0.220 0.305 0.438 0.285
C 0.27764 1.38825 -1.25201 -1.050 -0.469 1.373 -0.628
H -2.48848 -2.73743 0.24530 -0.649 -0.011 0.300 0.350
C -1.01383 -1.43037 0.92504 -0.813 0.527 0.737 0.743
H 3.17601 1.55128 -1.25910 0.188 0.439 -0.005 0.370
H 0.88420 2.95578 -0.01671 0.344 0.307 -0.079 0.362
H -0.60385 1.82298 -1.73535 0.438 0.452 -0.331 0.443
```
Forces are in eV/Å.

The value obtained for the total energy is -348.04053 hartree. The maximum force comes out at 2.7 eV Å⁻¹. The LUMO energy comes out at -0.1322 hartree. The relative energy (zero: lowest compared OMol25 entry of this formula, charge and spin) comes out at 1.369 eV. The net charge is +1. As for the spin multiplicity: 1. Its SMILES is CC(C)CNCC[NH3+].

=====

(2)
Density functional theory data (the ωB97M-V functional and the def2-TZVPD basis) for a gas-phase ion, C6H17N2Si (charge +1) at a distorted geometry.

Geometry as XYZ:
```
26
Properties=species:S:1:pos:R:3:forces:R:3:mulliken_charge:R:1
H -4.04140 -0.98275 -0.72998 0.658 -0.486 0.803 0.352
C 2.10320 1.32257 0.77712 -1.243 -2.303 1.315 -1.118
C 1.86426 -1.08883 -1.06457 0.634 -0.192 -0.151 -0.832
N 0.64172 1.32614 0.48102 0.764 0.167 -0.990 0.045
H 0.97646 3.34179 0.28459 -1.615 -0.660 0.354 0.404
H -2.41814 1.25324 0.58154 -0.867 1.044 1.802 -0.080
H -0.57462 -2.50948 -0.55525 0.772 -1.003 -0.955 0.378
C 0.12035 2.66060 0.64585 1.163 1.041 -2.613 -1.101
H 2.38575 0.23465 0.92592 -0.102 1.592 0.676 0.438
N 0.70043 -0.82461 -0.21770 0.055 -0.037 -0.170 0.108
H 2.59046 -0.27540 -1.21447 -0.704 -0.177 -0.104 0.326
H 0.90352 -2.68891 0.71224 -0.744 0.004 -1.539 0.418
H -0.56689 -1.93068 0.99153 0.327 0.198 -0.221 0.396
H -0.72614 2.75711 -0.05749 0.134 0.496 0.966 0.455
H 2.41819 -1.95621 -0.66041 -0.154 0.621 0.171 0.307
C -0.04134 0.31380 -0.02742 1.161 -1.581 1.549 0.486
H 1.43783 -1.48424 -1.97895 0.346 0.326 -0.701 0.368
H -2.66145 -2.06141 -0.97896 0.043 -0.214 -0.219 0.342
H 0.00496 2.87139 1.67664 -0.792 0.278 0.958 0.293
H 2.25345 2.05317 1.58581 -0.002 -0.879 0.162 0.401
Si -2.04567 0.19319 -0.22572 1.755 1.178 -2.214 0.274
H -3.12515 -1.79303 0.68947 -0.546 -0.192 0.402 0.348
C -3.07409 -1.34411 -0.28437 0.038 0.772 -0.889 -0.985
C 0.13361 -2.09524 0.14048 -1.439 0.235 3.232 -1.355
H 2.70797 1.66224 -0.00015 0.619 0.690 -1.808 0.381
H -1.96731 1.04502 -1.49679 -0.261 -0.919 0.184 -0.050
```
Forces are in eV/Å.

The value obtained for the total energy is -637.49274 hartree. The maximum force comes out at 3.5 eV Å⁻¹. The LUMO energy comes out at -0.1278 hartree. The relative energy (zero: lowest compared OMol25 entry of this formula, charge and spin) comes out at 2.392 eV. The net charge is +1. As for the spin multiplicity: 1. Its SMILES is C[SiH2]C(N(C)C)=[N+](C)C.

=====

(3)
Density functional theory data (the ωB97M-V functional and the def2-TZVPD basis) for 2 unconnected molecules or ions with the total composition C6H17N3 at a distorted geometry.

Geometry as XYZ:
```
26
Properties=species:S:1:pos:R:3:forces:R:3:mulliken_charge:R:1
N 0.64324 1.44256 0.62154 -0.334 0.765 -1.305 -0.862
H 1.66753 -0.87755 -1.93150 0.142 -0.103 0.015 0.231
H 0.97276 1.98573 -2.77913 -0.297 0.234 0.118 0.359
H 2.58940 0.22608 1.43799 -0.064 -0.181 -0.030 0.324
H 2.51443 -1.00167 0.38482 0.036 -0.081 -0.174 0.245
C 0.82858 -0.73732 1.45429 -0.238 0.352 -0.208 -0.586
H -2.03565 -0.11689 2.11906 -0.074 -0.011 0.017 0.289
H -3.23533 0.32767 0.89038 -0.154 0.025 0.078 0.440
N 0.19380 0.13038 0.46137 -0.900 -0.648 -0.568 0.651
C -2.20089 0.45288 1.20275 0.151 -0.078 -0.170 -1.492
H -2.04142 1.50958 1.41867 -0.037 0.025 0.011 0.389
H 2.49748 1.44040 -1.93300 0.150 0.100 0.393 0.311
C -1.56371 -1.49942 -0.24761 0.154 0.342 -0.033 -1.601
N 2.26516 -0.73218 1.32507 0.189 0.108 0.365 -0.724
C -1.26858 -0.04688 0.09838 1.187 0.254 0.879 0.421
H 0.70737 1.86860 -0.35742 -0.242 -0.466 1.955 0.206
H 0.02848 1.97833 1.24984 0.219 0.005 -0.572 0.211
C 1.50371 1.20060 -2.26733 0.290 -0.818 -1.183 -0.834
H -2.53194 -1.56605 -0.73455 -0.139 -0.044 -0.074 0.434
H -1.41976 0.56646 -0.79699 0.137 -0.002 0.051 0.263
H 0.58421 -0.40908 2.47616 0.009 -0.176 0.008 0.348
H 0.46958 -1.75218 1.29924 -0.103 -0.014 0.112 0.296
H -0.80384 -1.88929 -0.92052 0.044 -0.099 -0.058 0.374
H -1.59821 -2.11202 0.64639 -0.003 -0.183 0.138 0.392
C 1.09544 -0.06544 -2.34782 0.044 0.730 0.370 -0.288
H 0.13817 -0.32331 -2.77007 -0.166 -0.035 -0.136 0.203
```
Forces are in eV/Å.

The value obtained for the total energy is -402.99218 hartree. The maximum force comes out at 2.0 eV Å⁻¹. The LUMO energy comes out at 0.0368 hartree. The relative energy (zero: lowest compared OMol25 entry of this formula, charge and spin) comes out at 2.231 eV. The net charge is 0. As for the spin multiplicity: 1. Its SMILES is CC(C)N(N)CN.C=C.

=====

(4)
Density functional theory data (the ωB97M-V functional and the def2-TZVPD basis) for a molecular structure, C6H17N3 at a distorted geometry.

Geometry as XYZ:
```
26
Properties=species:S:1:pos:R:3:forces:R:3:mulliken_charge:R:1
C 1.41784 -1.37423 1.43043 0.681 0.036 -0.260 -1.004
N -1.17757 0.27408 2.07549 0.844 -0.505 0.503 -0.637
H 2.71536 0.24984 -0.45173 0.119 -0.044 -0.142 0.395
H -2.09647 0.68165 -1.79676 -0.037 -0.002 -0.038 0.241
C -0.75107 0.10290 0.70192 -1.455 1.554 -1.284 1.237
H 1.03274 -2.19826 0.82844 -0.049 0.038 0.038 0.350
H 2.50711 -1.44477 1.42495 0.038 -0.089 0.089 0.320
C -0.85233 1.30298 -0.11614 0.486 -0.370 0.278 -1.359
H -1.73649 2.39430 -1.71858 -0.075 -0.029 -0.017 0.352
H 1.55875 1.49030 -0.97120 -0.503 -0.126 0.463 0.335
N -1.36357 -1.04215 0.10747 0.502 -0.123 0.216 -0.580
H -1.22649 -1.88698 0.64807 -0.069 -0.067 -0.099 0.275
H -1.33533 -0.61105 2.55324 -0.032 0.103 0.042 0.241
C -1.96158 1.51762 -1.10352 -0.078 -0.086 0.103 -1.288
H -0.57296 2.20291 0.43241 -0.087 -0.007 0.162 0.320
H 1.13337 0.68086 1.46644 0.355 -0.038 -0.037 0.371
H 1.25538 -1.50762 -1.64423 0.086 0.072 0.017 0.273
H -2.94596 1.69974 -0.63760 -0.120 -0.026 -0.159 0.292
C 1.69133 0.43465 -0.78238 0.366 -1.320 2.381 -0.215
N 0.98435 -0.11076 0.84641 -0.695 0.991 -2.249 -0.350
H 2.07891 -0.38828 -2.72363 -0.051 0.091 0.237 0.376
H 1.07940 -1.48753 2.46767 -0.083 0.202 -0.230 0.339
H 0.35689 -0.17052 -2.36323 0.019 0.090 0.053 0.184
H -1.08232 -1.18092 -0.85348 0.014 -0.007 0.025 0.201
C 1.31760 -0.45440 -1.93447 -0.420 -0.226 0.124 -0.977
H -2.02688 0.82561 2.11401 0.243 -0.116 -0.216 0.308
```
Forces are in eV/Å.

The value obtained for the total energy is -402.91236 hartree. The maximum force comes out at 2.7 eV Å⁻¹. The LUMO energy comes out at 0.0260 hartree. The relative energy (zero: lowest compared OMol25 entry of this formula, charge and spin) comes out at 4.403 eV. The net charge is 0. As for the spin multiplicity: 1.

=====

(5)
Density functional theory data (the ωB97M-V functional and the def2-TZVPD basis) for a molecular structure, C6H17N3 at a distorted geometry.

Geometry as XYZ:
```
26
Properties=species:S:1:pos:R:3:forces:R:3:mulliken_charge:R:1
C 0.39688 2.13035 -0.87452 1.187 -1.429 0.336 -1.260
H 0.37096 3.19475 -0.97180 -0.058 0.450 -0.769 0.403
H 2.67396 -1.41726 0.13502 -1.002 -0.391 -0.486 0.282
H -2.79990 0.82241 0.37937 0.777 0.105 0.421 0.375
C -1.98066 0.07280 0.28632 -3.704 0.080 -2.104 -1.573
H -0.74812 -0.77355 -1.44862 0.928 -0.271 0.746 -0.016
H 0.46759 -0.30897 2.35939 -2.689 1.746 0.271 0.325
H 0.13029 -2.95743 -2.38037 -0.585 0.436 0.442 0.340
N 0.14686 -1.18893 -1.13398 -1.404 0.355 0.634 0.113
C -0.01198 1.83026 0.54993 -2.522 -0.201 -0.967 -0.511
H -0.87963 2.52366 0.70787 0.845 -0.204 0.611 0.470
H 2.09509 -0.91930 1.55654 -1.150 -0.258 -1.092 0.192
C 0.62058 -0.92565 0.03483 -2.552 3.327 1.151 0.696
H -0.22814 1.54879 -1.51111 -0.847 0.409 -1.062 0.337
H -2.03044 -0.03582 -0.79738 0.317 0.529 -0.262 0.411
H 1.40629 1.73538 -1.09848 -0.252 0.464 0.244 0.316
H -0.67785 0.95832 2.87071 0.130 -0.573 -0.405 0.404
C -0.69902 0.45250 0.78427 5.224 -1.331 0.356 0.195
H -2.51892 -0.85891 0.51914 0.951 -0.079 0.979 0.528
C 0.70272 -2.09849 -2.02200 4.335 -0.997 -3.026 -0.834
H 1.09769 -1.53071 -2.98905 -0.722 -1.221 1.985 0.349
N 1.77314 -1.24839 0.61309 1.247 0.565 0.721 -0.521
N -0.54185 0.14592 2.22944 1.018 -3.490 1.695 -0.131
H 1.59497 -2.51977 -1.46919 -0.784 0.144 -1.164 0.275
H -1.20412 -0.68280 2.51687 1.213 2.018 -0.360 0.470
H 0.84362 2.05085 1.15371 0.100 -0.182 1.108 0.364
```
Forces are in eV/Å.

The value obtained for the total energy is -402.35447 hartree. The maximum force comes out at 5.4 eV Å⁻¹. The LUMO energy comes out at -0.2887 hartree. The relative energy (zero: lowest compared OMol25 entry of this formula, charge and spin) comes out at 1.465 eV. The net charge is +2. As for the spin multiplicity: 1.

=====

Kohn-Sham gap (computed, eV): 9.45; 9.61; 9.26; 5.88; 10.64